No. 1
Molecular formula: C28H28CeN4O2
Method: DFT, ωB97M-V with the def2-TZVPD basis set

```
63
Properties=species:S:1:pos:R:3:forces:R:3:lowdin_charge:R:1
C -2.6072 0.9773 1.0412 0.109 -2.026 -0.520 -0.112
C -2.5209 -0.6129 1.1263 0.694 -0.237 -0.661 -0.105
H -1.6955 1.5147 0.8122 0.435 0.153 -0.415 0.042
H -2.8040 1.3113 2.0318 -0.405 0.333 0.740 0.064
H -3.4553 1.2187 0.3975 0.312 0.389 0.118 0.062
H -1.7183 -1.2696 0.6087 -0.739 1.393 0.055 0.065
H -2.3095 -0.9668 2.1409 -0.388 0.317 0.004 0.077
H -3.4804 -0.9737 0.7577 0.010 -0.323 0.395 0.076
C -0.9533 2.8762 -3.3266 0.600 -1.169 -0.990 -0.040
C -0.7213 3.6183 -4.4606 -0.173 -0.037 0.150 0.024
C -0.4715 2.9624 -5.6600 0.084 0.164 -0.105 0.032
C -0.4943 1.5759 -5.7303 -0.152 -0.851 0.386 0.056
H -1.1904 3.2346 -2.3496 0.064 0.743 0.424 0.136
H -0.7421 4.6783 -4.3698 -0.004 0.661 -0.245 0.128
H -0.2604 3.5442 -6.5519 -0.074 -0.087 0.083 0.141
H -0.3549 1.0321 -6.6605 0.048 0.416 0.054 0.129
N -0.8520 1.5440 -3.3942 -0.195 -0.744 -1.224 -0.087
C -0.7047 0.8412 -4.5588 0.435 1.998 -0.168 -0.157
C -0.7984 -0.6244 -4.5186 -0.391 -2.011 -0.218 -0.160
N -0.9140 -1.2423 -3.3091 0.112 1.397 -0.448 -0.090
C -1.1942 -2.5271 -3.0934 0.557 1.006 -1.410 -0.053
C -1.0350 -2.8044 -5.4524 -0.081 -0.114 -0.454 0.034
C -1.2116 -3.3549 -4.1868 0.003 -0.303 0.169 0.023
H -1.3761 -2.7808 -2.0689 0.038 -0.635 0.414 0.138
H -1.3378 -4.4020 -4.0047 -0.149 -0.461 -0.343 0.132
C -0.8948 -1.4320 -5.6572 0.285 0.552 0.778 0.064
H -0.8311 -0.9639 -6.6353 -0.056 -0.495 0.057 0.129
H -1.0362 -3.4610 -6.3159 -0.051 0.028 0.080 0.139
Ce -1.0200 0.2194 -1.5722 -0.616 0.035 4.533 1.499
C -3.3511 0.1606 -2.2355 0.350 0.481 0.210 -0.135
H -3.6859 -0.8733 -2.2573 -0.040 -0.207 0.129 0.035
H -3.4699 0.5923 -3.2368 0.120 -0.089 0.144 0.036
H -3.9570 0.7478 -1.5290 0.196 -0.227 -0.187 0.029
O 0.4924 1.7772 -0.4121 -0.178 -0.465 -1.605 -0.082
C 1.0643 0.8338 0.2077 0.510 -0.438 3.528 -0.545
N 1.9684 0.9802 1.2390 -0.998 1.174 -1.940 0.195
C 1.8403 -0.1304 2.1492 0.381 -0.935 0.183 -0.282
C 1.3161 -1.1859 1.1473 -0.255 -3.063 -0.024 -0.333
O 1.3420 -2.4234 1.1902 -0.163 3.345 -0.009 0.101
N 0.6325 -0.4550 0.1548 -0.230 0.480 -1.873 0.027
C 3.1162 -0.4149 2.9084 0.009 0.183 0.176 -0.163
C 3.8425 -1.5767 2.7316 0.296 -0.148 -0.049 -0.016
C 5.0261 -1.7610 3.4567 -0.325 -0.209 0.021 -0.054
C 5.4426 -0.8165 4.3876 -0.067 0.395 -0.351 -0.059
C 4.6977 0.3592 4.5629 -0.146 -0.017 0.176 -0.057
C 3.5274 0.5499 3.8421 -0.007 -0.073 -0.212 -0.028
C 0.6768 0.0365 3.1260 -0.653 0.257 0.444 -0.157
C 0.2789 -1.0796 3.8751 0.329 -0.037 -0.305 -0.007
C -0.8023 -1.0048 4.7412 0.335 -0.325 -0.242 -0.053
C -1.5162 0.1813 4.8448 -0.073 0.086 -0.013 -0.074
C -1.1113 1.3086 4.1414 0.183 0.193 -0.099 -0.081
C 0.0028 1.2490 3.2922 -0.132 -0.079 -0.052 -0.034
H 2.2349 1.9143 1.5153 0.059 -0.101 0.163 0.168
H 3.4854 -2.3495 2.0457 0.264 0.314 0.259 0.111
H 5.5693 -2.6880 3.2843 0.084 0.270 0.204 0.113
H 6.3651 -0.9444 4.9432 -0.131 -0.115 -0.027 0.112
H 4.9958 1.1221 5.2900 0.013 -0.396 -0.295 0.117
H 2.9123 1.4454 4.0032 0.313 -0.345 0.000 0.122
H 0.8371 -2.0122 3.7400 -0.254 0.283 0.182 0.135
H -1.0717 -1.8913 5.3146 -0.068 0.297 -0.107 0.121
H -2.3890 0.2090 5.4786 -0.047 0.156 0.120 0.112
H -1.6560 2.2509 4.2530 0.219 -0.326 0.008 0.118
H 0.3283 2.1559 2.7653 -0.205 -0.411 0.206 0.122
```
Forces are in eV/Å.

Calculated values
Charge: +2
HOMO (alpha / beta), Eh: -0.4807 / -0.4807
Orbital gap (alpha / beta), eV: 4.86 / 4.86
Spin multiplicity: 1

No. 2
Molecular formula: C6H6O
Method: DFT, ωB97M-V with the def2-TZVPD basis set

```
13
Properties=species:S:1:pos:R:3:forces:R:3:nbo_charge:R:1
C 2.0440 -1.0258 0.7551 0.034 0.118 -0.094 -0.388
C 1.9682 0.1908 0.3104 -0.108 -0.318 0.171 -0.162
C 0.5724 0.4298 0.0179 -0.259 0.021 -0.013 -0.121
C -0.3637 1.3460 0.2977 0.092 -0.057 -0.078 -0.166
C -1.7212 0.7374 0.1296 -0.008 0.166 0.055 -0.110
O -1.4825 -0.5698 -0.4220 0.162 -0.123 0.106 -0.450
C -0.1634 -0.7998 -0.3919 0.034 0.247 -0.318 0.188
H 2.7549 -1.7291 1.1729 -0.106 0.115 -0.083 0.229
H -0.1936 2.3579 0.6422 -0.059 -0.122 0.008 0.237
H -2.2643 0.6431 1.0782 0.064 0.008 -0.105 0.211
H -2.3614 1.2574 -0.5896 0.078 -0.031 0.083 0.216
H 0.1601 -1.4589 -1.1956 -0.004 -0.022 0.222 0.213
H 0.8347 -1.5286 0.6516 0.081 -0.001 0.045 0.101
```
Forces are in eV/Å.

Calculated values
Charge: 0
Relative energy (zero: lowest compared OMol25 entry of this formula, charge and spin), kcal/mol: 139.1
HOMO (alpha / beta), Eh: -0.2879 / -0.2879
Orbital gap (alpha / beta), eV: 7.18 / 7.18
Spin multiplicity: 1

No. 3
Molecular formula: C4H5ClN2O3S
Method: DFT, ωB97M-V with the def2-TZVPD basis set

```
16
Properties=species:S:1:pos:R:3:forces:R:3:nbo_charge:R:1
C -2.8019 0.0998 0.4850 0.061 -0.146 0.222 0.324
C -2.3803 1.4036 -0.0632 0.362 0.920 -0.347 0.147
C 1.4970 0.5462 0.2931 0.052 0.209 0.126 0.633
C 2.6406 0.5451 -0.7065 -0.102 0.108 -0.099 -0.470
H -4.1634 -1.7206 0.3359 0.018 0.000 0.033 0.155
H 0.7486 -2.0806 -0.8141 0.224 0.018 0.210 0.471
H 0.2501 -0.7314 1.2342 -0.006 0.030 -0.122 0.391
H 2.4143 -0.0521 -1.5894 0.053 0.089 0.122 0.228
H 2.8447 1.5799 -0.9728 -0.010 -0.112 0.018 0.244
N -2.0415 2.4258 -0.4845 -0.374 -1.018 0.360 -0.205
N 0.7340 -0.6043 0.3495 -0.156 0.303 0.347 -0.359
O -2.2906 -0.3681 1.4660 -0.121 0.093 -0.282 -0.488
O 1.3243 -1.7853 -0.0909 -0.133 -0.274 -0.370 -0.545
O 1.2128 1.5104 0.9691 0.083 -0.349 -0.247 -0.560
S -4.0999 -0.6409 -0.4568 0.111 0.128 0.017 0.066
Cl 4.1111 -0.1275 0.0455 -0.060 0.000 0.012 -0.032
```
Forces are in eV/Å.

Calculated values
Charge: 0
Relative energy (zero: lowest compared OMol25 entry of this formula, charge and spin), kcal/mol: 32.0
HOMO, Eh: -0.3719
SMILES string: O=C(CCl)NO.N#CC(=O)S
Orbital gap, eV: 9.33
Spin multiplicity: 1

No. 4
Molecular formula: C27H34Cl2NO4P2Pd
Method: DFT, ωB97M-V with the def2-TZVPD basis set

```
71
Properties=species:S:1:pos:R:3:forces:R:3:lowdin_charge:R:1
Pd 1.4837 0.2247 0.4288 0.517 -0.137 0.837 0.536
O 2.7685 -2.5963 0.2716 0.004 -0.010 0.066 -0.061
N 1.9344 -1.8524 1.1161 -0.463 0.060 -0.578 -0.093
C 1.2162 -2.6228 1.8308 0.080 0.008 0.151 -0.065
C 0.2045 -2.2155 2.8039 -0.050 -0.046 -0.055 -0.187
C -0.1048 -3.2118 3.7302 0.001 0.006 -0.004 0.003
C -1.0244 -3.0014 4.7464 -0.013 0.019 0.001 -0.007
C -1.6776 -1.7855 4.8282 0.014 -0.034 0.002 -0.010
C -1.3955 -0.7842 3.9069 0.019 -0.010 0.002 -0.060
C -0.4544 -0.9705 2.8937 -0.016 0.043 0.003 -0.282
P -0.3445 0.3658 1.6811 -0.038 -0.140 -0.134 1.012
C -1.4839 -0.0331 0.3320 0.010 -0.017 0.034 -0.370
C -2.3919 -1.0853 0.4540 -0.004 -0.023 0.026 -0.065
C -3.3023 -1.3361 -0.5625 0.002 0.000 -0.004 -0.046
C -3.3163 -0.5382 -1.6979 0.052 0.034 0.017 -0.052
C -2.4047 0.5056 -1.8312 -0.030 0.010 -0.006 -0.070
C -1.4851 0.7552 -0.8246 0.012 -0.008 -0.026 -0.131
C -0.9059 1.8514 2.5074 0.047 0.007 -0.050 -0.397
C -1.8967 2.6573 1.9451 -0.048 -0.029 -0.036 -0.074
C -2.3043 3.8075 2.6050 0.009 0.015 0.021 -0.036
C -1.7286 4.1570 3.8189 0.003 -0.011 -0.015 -0.021
C -0.7536 3.3452 4.3917 0.001 0.017 0.005 -0.033
C -0.3448 2.1946 3.7420 0.074 0.039 0.005 -0.125
H 3.6143 -2.1273 0.2656 0.004 0.007 0.000 0.109
H 1.4160 -3.6902 1.7615 0.053 0.012 0.044 0.152
H 0.3966 -4.1689 3.6599 0.001 0.000 -0.003 0.131
H -1.2324 -3.7884 5.4582 -0.005 0.001 -0.001 0.132
H -2.4177 -1.6092 5.5969 0.004 0.000 0.004 0.131
H -1.9393 0.1466 3.9777 -0.001 -0.003 0.003 0.115
H -2.4074 -1.6989 1.3454 0.005 0.000 0.001 0.114
H -4.0151 -2.1426 -0.4556 -0.005 0.004 0.007 0.125
H -4.0551 -0.7145 -2.4690 -0.002 0.005 -0.003 0.120
H -2.4381 1.1520 -2.6997 0.016 -0.024 0.002 0.117
H -0.7918 1.5834 -0.9227 -0.008 0.005 0.002 0.091
H -2.3689 2.3891 1.0094 0.017 -0.008 0.010 0.107
H -3.0808 4.4251 2.1747 0.000 0.002 0.000 0.125
H -2.0510 5.0539 4.3306 -0.002 -0.001 0.003 0.128
H -0.3251 3.6033 5.3509 -0.005 0.006 -0.001 0.127
H 0.3865 1.5482 4.2127 0.011 -0.018 0.005 0.115
C 0.0891 -0.8332 -7.1250 -0.038 0.037 0.011 0.058
C -0.4953 -1.5031 -5.9597 0.122 -0.033 -0.041 -0.303
C -1.3359 -2.7028 -6.0644 -0.049 0.017 0.010 0.046
O -0.2679 -0.9599 -4.8267 -0.141 -0.090 -0.023 0.167
C 3.0172 -0.0156 -2.5203 -0.065 -0.035 -0.158 -0.369
O 3.0643 0.0870 -3.6613 -0.005 -0.021 0.078 0.274
O 2.9645 -0.1167 -1.3561 0.044 -0.009 0.106 0.071
H -0.6645 -0.1196 -7.4887 0.002 -0.007 -0.016 0.144
H 0.2810 -1.5340 -7.9339 -0.001 -0.009 0.001 0.122
H 0.9788 -0.2677 -6.8549 -0.025 0.008 0.007 0.118
H -2.3162 -2.3711 -6.4344 0.009 -0.016 -0.024 0.144
H -1.4697 -3.2101 -5.1094 -0.016 0.020 -0.018 0.104
H -0.9428 -3.3852 -6.8171 0.022 -0.007 0.010 0.127
H -0.6705 -1.4507 -4.0789 0.130 0.026 0.034 0.095
Cl 0.1324 -2.5168 -1.7379 -0.110 0.032 -0.149 0.563
C 1.0361 -3.9177 -2.3992 -0.003 0.047 0.094 -0.929
Cl 1.7916 -3.5198 -3.9380 0.031 0.010 -0.032 0.592
H 0.3279 -4.7247 -2.5421 0.015 -0.010 0.006 0.041
H 1.8063 -4.1687 -1.6796 0.005 0.000 -0.009 0.025
C 2.9291 2.4882 2.5104 0.001 -0.031 0.003 -0.213
P 2.1887 2.3514 0.8693 -0.095 0.382 -0.257 0.746
C 1.1438 3.8094 0.6447 -0.017 -0.027 0.053 -0.212
C 3.6106 2.6518 -0.2221 -0.035 -0.030 -0.023 -0.232
H 3.4895 3.4247 2.5563 -0.008 -0.001 -0.008 0.078
H 3.6163 1.6588 2.6767 -0.004 0.003 0.016 0.064
H 2.1754 2.4993 3.2913 -0.031 -0.019 0.014 0.026
H 1.7753 4.6992 0.6715 0.015 -0.007 0.013 0.074
H 0.4014 3.8846 1.4373 0.005 -0.012 -0.017 0.031
H 0.6367 3.7684 -0.3190 0.005 0.012 -0.010 0.058
H 3.9873 3.6529 -0.0041 0.023 -0.010 0.021 0.074
H 3.3353 2.6158 -1.2745 -0.037 0.018 0.001 0.049
H 4.4052 1.9330 -0.0245 -0.013 -0.017 -0.026 0.061
```
Forces are in eV/Å.

Calculated values
Charge: +3
Relative energy (zero: lowest compared OMol25 entry of this formula, charge and spin), kcal/mol: 56.5
HOMO, Eh: -0.6166
Orbital gap, eV: 7.71
Spin multiplicity: 1

Taking the records one at a time from the top gives total energy values of -1927.8614 -307.2417 -1348.9588 -3135.0563 a.u..